The following is a quantum chemistry calculation of a structure of composition C5H10N2O in a non-equilibrium geometry, from the Open Molecules 2025 dataset.

```
18
Properties=species:S:1:pos:R:3:forces:R:3
C 0.89156 0.66866 0.54443 2.4 1.5 -1.8
C 0.82058 0.10169 -0.87316 -5.2 -5.5 0.7
C -0.12767 1.72199 0.92138 -0.1 0.0 -0.2
C -1.73144 -1.00620 -0.21133 -0.5 0.2 -0.1
C -0.28536 -1.31325 -0.45717 1.3 0.9 -2.0
N 2.10810 1.28453 -0.10361 3.2 0.9 3.7
N 0.17989 -2.48248 -0.58860 0.2 0.8 -0.4
O 3.19835 0.95459 0.40739 -2.4 0.5 -1.4
H 1.16488 -0.04620 1.31680 0.0 0.0 0.0
H -0.52670 -3.23003 -0.59596 0.1 0.4 0.6
H 0.22972 0.69166 -1.57432 0.3 0.0 0.1
H 1.59865 -0.50632 -1.33651 0.2 0.6 0.5
H 0.28656 2.39270 1.68052 -0.1 -0.3 0.0
H -0.39562 2.35171 0.06741 0.1 -0.1 0.0
H -1.04908 1.26900 1.29325 0.1 0.1 0.1
H -2.01392 0.03426 -0.37275 0.2 0.0 0.2
H -2.33523 -1.57914 -0.92179 0.1 -0.1 0.1
H -2.01327 -1.30715 0.80403 0.0 0.1 -0.1
```
Forces are in eV/Å.

The energy above the lowest of the compared OMol25 structures with the same formula, charge and spin comes out at 122.8 kcal per mole. The frontier orbital gap is 9.04 eV. Its total charge is 0. The spin multiplicity is 1. The value obtained for the HOMO energy is -8.8 eV.

In elementary charge units, the natural (NBO) charges are:
1. C -0.14
2. C -0.43
3. C -0.62
4. C -0.73
5. C 0.36
6. N 0.13
7. N -0.66
8. O -0.35
9. H 0.22
10. H 0.34
11. H 0.23
12. H 0.27
13. H 0.23
14. H 0.22
15. H 0.22
16. H 0.22
17. H 0.23
18. H 0.24

***

The following is a quantum chemistry calculation of a cluster of 2 separate species, C5H10N2O in total in a non-equilibrium geometry, from the Open Molecules 2025 dataset.

```
18
Properties=species:S:1:pos:R:3:forces:R:3
H 1.39780 2.28992 -1.09629 -0.8 0.5 0.2
N 1.24462 1.57522 -0.39331 0.0 -0.6 0.0
C 0.47100 0.64286 -0.76841 4.3 -2.7 -1.1
C 0.99900 -0.97952 -0.27269 0.3 2.1 -0.9
C 1.99344 -0.96873 0.83747 -0.2 -0.1 0.2
N 0.63746 -1.90327 -1.04397 -0.5 0.1 0.2
H 0.98261 -2.82634 -0.76754 0.2 0.2 -0.1
H 0.02937 0.47093 -1.74807 -0.4 0.3 0.0
H 2.64180 -1.84536 0.80141 -0.1 0.0 0.0
H 1.46003 -0.95850 1.79047 0.1 0.0 0.1
H 2.58697 -0.05602 0.78274 -0.1 0.0 0.0
C -2.70642 0.44331 -0.32800 -0.1 0.3 -0.1
C -1.52786 0.60363 0.25666 1.1 -3.1 0.4
O -1.24227 1.26163 1.39876 -0.1 0.3 0.0
H -2.81706 -0.18322 -1.19871 0.1 0.0 0.0
H -3.60180 0.92721 0.04873 0.0 0.1 0.0
H -0.52061 -0.22089 -0.01806 -3.9 2.6 1.2
H -2.02811 1.72716 1.71883 0.1 0.0 -0.1
```
Forces are in eV/Å.

The energy above the lowest of the compared OMol25 structures with the same formula, charge and spin comes out at 125.4 kcal per mole. The frontier orbital gap is 9.50 eV. Its total charge is 0. The spin multiplicity is 1. Its SMILES is [H]/N=C/C(C)=N/[H].C=CO. The value obtained for the HOMO energy is -8.7 eV.

In elementary charge units, the natural (NBO) charges are:
1. H 0.36
2. N -0.71
3. C 0.05
4. C 0.28
5. C -0.72
6. N -0.64
7. H 0.35
8. H 0.19
9. H 0.22
10. H 0.24
11. H 0.27
12. C -0.54
13. C 0.17
14. O -0.68
15. H 0.22
16. H 0.19
17. H 0.27
18. H 0.48

***

The following is a quantum chemistry calculation of the molecule C5H10N2O in a non-equilibrium geometry, from the Open Molecules 2025 dataset.

```
18
Properties=species:S:1:pos:R:3:forces:R:3
C 1.35645 -1.57407 1.39181 -0.2 -0.4 -0.8
N 0.72854 -1.97182 0.36812 -0.7 0.9 0.9
C 0.82840 -1.21908 -0.86446 1.4 -0.6 -0.9
C -0.29789 -0.23496 -1.14483 -1.5 -0.3 -0.5
C -0.39118 1.00700 -0.23647 1.4 -0.3 1.1
N -1.16364 2.10664 -0.80322 -0.3 -1.2 -0.6
C -0.81506 0.74163 1.23025 -1.1 0.9 -0.9
O -1.95463 0.93820 1.58193 0.3 -0.4 0.0
H 2.10447 -0.78280 1.33960 0.1 0.2 0.2
H 1.13381 -2.06470 2.32964 0.3 -0.1 0.2
H 1.79383 -0.68871 -1.02074 -0.2 -0.1 0.6
H 0.87640 -2.04053 -1.59912 -0.4 0.7 -0.3
H -0.20001 0.18443 -2.16377 0.2 -0.4 0.4
H -1.24427 -0.80552 -1.15460 0.1 0.3 0.1
H 0.67205 1.26771 -0.17302 0.0 0.6 0.2
H -2.08849 1.69355 -0.91241 -0.2 0.5 -0.2
H -1.28363 2.87168 -0.15070 0.2 -0.1 0.2
H -0.05516 0.57135 1.98199 0.6 -0.5 0.3
```
Forces are in eV/Å.

The energy above the lowest of the compared OMol25 structures with the same formula, charge and spin comes out at 47.7 kcal per mole. The frontier orbital gap is 10.44 eV. Its total charge is 0. The spin multiplicity is 1. Its SMILES is C=NCC[C@@H](N)C=O. The value obtained for the HOMO energy is -9.5 eV.

In elementary charge units, the natural (NBO) charges are:
1. C -0.07
2. N -0.39
3. C -0.26
4. C -0.41
5. C -0.15
6. N -0.81
7. C 0.42
8. O -0.53
9. H 0.14
10. H 0.18
11. H 0.17
12. H 0.22
13. H 0.24
14. H 0.21
15. H 0.18
16. H 0.36
17. H 0.37
18. H 0.11

***

The following is a quantum chemistry calculation of the molecule C5H10N2O, from the Open Molecules 2025 dataset.

```
18
Properties=species:S:1:pos:R:3:forces:R:3
C -2.11987 -0.09396 -1.14496 0.3 0.4 0.5
C -1.35396 0.38329 -0.15276 -0.5 -0.5 -0.6
N -0.39675 -0.31701 0.56025 0.6 0.5 0.3
C -0.03350 -1.65855 0.14855 -0.1 -0.2 0.2
C 0.66543 0.48259 1.07604 -0.2 0.0 0.1
O 0.60411 0.73044 2.43101 -0.1 -0.1 0.1
C 1.63848 0.98928 0.32582 -0.1 -0.1 0.3
N 1.75612 0.76208 -1.05206 0.2 0.1 -0.2
H -2.04879 -1.09602 -1.50611 0.1 -0.5 -0.1
H -2.87699 0.52696 -1.58809 -0.1 0.2 0.0
H -1.46927 1.40175 0.17295 0.0 0.3 0.1
H 0.73119 -2.04118 0.83807 -0.3 0.1 -0.2
H 0.37432 -1.68285 -0.86799 -0.1 -0.1 0.0
H -0.93067 -2.28515 0.20614 0.2 -0.1 -0.1
H -0.15035 0.23415 2.77859 0.2 0.1 -0.2
H 2.43572 1.54611 0.79623 0.0 0.0 0.0
H 2.31116 1.47202 -1.51281 -0.2 -0.1 0.0
H 0.86363 0.64608 -1.50885 -0.1 0.0 -0.2
```
Forces are in eV/Å.

The energy above the lowest of the compared OMol25 structures with the same formula, charge and spin comes out at 43.0 kcal per mole. The frontier orbital gap is 8.65 eV. Its total charge is 0. The spin multiplicity is 1. Its SMILES is C=CN(C)/C(O)=C\N. The value obtained for the HOMO energy is -7.7 eV.

In elementary charge units, the natural (NBO) charges are:
1. C -0.54
2. C 0.01
3. N -0.48
4. C -0.41
5. C 0.36
6. O -0.69
7. C -0.10
8. N -0.82
9. H 0.20
10. H 0.21
11. H 0.21
12. H 0.22
13. H 0.19
14. H 0.20
15. H 0.48
16. H 0.20
17. H 0.38
18. H 0.38

***

The following is a quantum chemistry calculation of a structure of composition C5H10N2O2 in a non-equilibrium geometry, from the Open Molecules 2025 dataset.

```
19
Properties=species:S:1:pos:R:3:forces:R:3
C -0.72596 0.17892 -0.07712 2.1 0.5 0.3
C -0.27063 -0.93963 0.81263 0.5 -0.3 -0.1
C -0.88118 -0.14898 -1.52875 0.2 -0.4 -0.6
C 1.11334 1.02228 0.01201 -2.5 2.3 -1.5
N -1.65748 1.06506 0.43811 -0.3 0.1 -0.1
C 1.24514 -1.00963 0.54974 -0.2 -3.3 -1.0
O 1.24084 1.74725 1.17763 0.5 -0.2 0.2
N 1.80919 -1.59388 -0.48329 -0.6 0.9 2.0
O 1.57099 1.46607 -1.00628 0.2 -0.6 1.0
H 0.95582 1.23031 1.94523 0.0 0.0 -0.3
H -1.50410 1.40801 1.37723 0.0 -0.2 -0.1
H -1.93343 1.81315 -0.18921 0.1 -0.2 0.1
H 1.13167 -1.91338 -1.17500 -0.2 0.2 0.1
H -0.74438 -1.90182 0.59096 -0.1 0.1 0.1
H -0.45077 -0.69152 1.86491 0.0 -0.1 -0.1
H 1.83613 -0.92593 1.47427 0.3 0.6 -0.6
H 0.08084 -0.09929 -2.05581 -0.1 0.5 0.1
H -1.18811 -1.18505 -1.70518 -0.3 0.0 0.4
H -1.62791 0.47804 -2.02207 0.3 0.1 0.1
```
Forces are in eV/Å.

The energy above the lowest of the compared OMol25 structures with the same formula, charge and spin comes out at 89.6 kcal per mole. The frontier orbital gap is 8.03 eV. Its total charge is 0. The spin multiplicity is 1. The value obtained for the HOMO energy is -8.1 eV.

In elementary charge units, the natural (NBO) charges are:
1. C 0.24
2. C -0.51
3. C -0.68
4. C 0.67
5. N -0.79
6. C 0.06
7. O -0.71
8. N -0.59
9. O -0.58
10. H 0.47
11. H 0.38
12. H 0.39
13. H 0.32
14. H 0.22
15. H 0.21
16. H 0.20
17. H 0.27
18. H 0.22
19. H 0.23

***

The following is a quantum chemistry calculation of a cluster of 2 separate species, C5H10N2O2 in total in a non-equilibrium geometry, from the Open Molecules 2025 dataset.

```
19
Properties=species:S:1:pos:R:3:forces:R:3
C 2.83550 1.06358 -0.06917 0.3 4.1 -1.3
N 2.93460 -0.16255 0.16742 -0.8 -2.2 -1.5
O 2.92899 -0.78723 1.19383 0.1 -0.8 2.8
O 2.92684 -1.03029 -0.96275 0.8 1.4 -1.8
H 2.75433 1.83760 0.70804 0.3 -1.3 0.1
H 2.79708 1.54712 -1.07034 0.1 -1.4 0.6
H 2.51794 -1.85831 -0.70893 -0.1 -0.2 1.0
C -0.17310 -0.28135 -1.44452 1.1 -2.2 -1.7
C -1.19163 0.62318 -0.69461 -0.3 -1.3 -3.7
C -2.08191 -0.15802 0.18326 0.0 -1.0 3.4
C -0.25918 1.45503 -0.04209 -0.4 2.4 0.8
N 0.46036 2.24240 0.37473 0.1 0.2 0.4
H 0.56831 0.36698 -1.97639 -0.6 -0.6 0.5
H -0.57355 -0.98921 -2.26564 0.0 1.3 1.3
H 0.43873 -0.98934 -0.79097 -1.0 1.2 -0.4
H -1.74958 1.11844 -1.56682 0.7 0.0 1.6
H -2.71333 0.42993 0.93667 0.3 -0.6 -1.7
H -1.37076 -0.62307 0.92020 -0.5 -0.1 -0.5
H -2.56563 -1.02159 -0.30548 -0.2 0.8 0.1
```
Forces are in eV/Å.

The energy above the lowest of the compared OMol25 structures with the same formula, charge and spin comes out at 142.1 kcal per mole. The frontier orbital gap is 9.72 eV. Its total charge is 0. The spin multiplicity is 1. Its SMILES is C=[N+]([O-])O.CC(C)C#N. The value obtained for the HOMO energy is -9.1 eV.

In elementary charge units, the natural (NBO) charges are:
1. C -0.23
2. N 0.36
3. O -0.49
4. O -0.59
5. H 0.25
6. H 0.22
7. H 0.48
8. C -0.60
9. C -0.36
10. C -0.61
11. C 0.32
12. N -0.34
13. H 0.23
14. H 0.22
15. H 0.21
16. H 0.25
17. H 0.24
18. H 0.22
19. H 0.23

***

Question: Number 3 is which compound?
Answer: C5H10N2O

***

Repeat the third record exactly.
The following is a quantum chemistry calculation of the molecule C5H10N2O in a non-equilibrium geometry, from the Open Molecules 2025 dataset.

```
18
Properties=species:S:1:pos:R:3:forces:R:3
C 1.35645 -1.57407 1.39181 -0.2 -0.4 -0.8
N 0.72854 -1.97182 0.36812 -0.7 0.9 0.9
C 0.82840 -1.21908 -0.86446 1.4 -0.6 -0.9
C -0.29789 -0.23496 -1.14483 -1.5 -0.3 -0.5
C -0.39118 1.00700 -0.23647 1.4 -0.3 1.1
N -1.16364 2.10664 -0.80322 -0.3 -1.2 -0.6
C -0.81506 0.74163 1.23025 -1.1 0.9 -0.9
O -1.95463 0.93820 1.58193 0.3 -0.4 0.0
H 2.10447 -0.78280 1.33960 0.1 0.2 0.2
H 1.13381 -2.06470 2.32964 0.3 -0.1 0.2
H 1.79383 -0.68871 -1.02074 -0.2 -0.1 0.6
H 0.87640 -2.04053 -1.59912 -0.4 0.7 -0.3
H -0.20001 0.18443 -2.16377 0.2 -0.4 0.4
H -1.24427 -0.80552 -1.15460 0.1 0.3 0.1
H 0.67205 1.26771 -0.17302 0.0 0.6 0.2
H -2.08849 1.69355 -0.91241 -0.2 0.5 -0.2
H -1.28363 2.87168 -0.15070 0.2 -0.1 0.2
H -0.05516 0.57135 1.98199 0.6 -0.5 0.3
```
Forces are in eV/Å.

The energy above the lowest of the compared OMol25 structures with the same formula, charge and spin comes out at 47.7 kcal per mole. The frontier orbital gap is 10.44 eV. Its total charge is 0. The spin multiplicity is 1. Its SMILES is C=NCC[C@@H](N)C=O. The value obtained for the HOMO energy is -9.5 eV.

In elementary charge units, the natural (NBO) charges are:
1. C -0.07
2. N -0.39
3. C -0.26
4. C -0.41
5. C -0.15
6. N -0.81
7. C 0.42
8. O -0.53
9. H 0.14
10. H 0.18
11. H 0.17
12. H 0.22
13. H 0.24
14. H 0.21
15. H 0.18
16. H 0.36
17. H 0.37
18. H 0.11

***

Question: What is the formula in the fifth record?
Answer: C5H10N2O2